Record 1
ORCA calculation (wB97M-V/def2-TZVPD) on a structure of composition C48H47F7O6.

Cartesian coordinates (Å):
F -24.776 -19.986 8.964
C -24.238 -19.688 10.146
C -24.672 -20.320 11.313
C -24.103 -19.967 12.534
C -23.166 -18.958 12.518
C -22.762 -18.322 11.326
C -23.268 -18.745 10.097
H -25.549 -20.942 11.211
H -24.261 -20.490 13.466
H -22.735 -18.604 13.443
H -21.924 -17.643 11.269
H -22.976 -18.428 9.107
F -22.416 -21.718 5.314
C -21.082 -21.533 5.301
C -20.225 -22.610 5.141
C -18.858 -22.475 5.153
C -18.354 -21.163 5.294
C -19.207 -20.091 5.538
C -20.559 -20.257 5.474
H -20.611 -23.608 4.987
H -18.125 -23.255 5.009
H -17.308 -20.968 5.109
H -18.914 -19.054 5.608
H -21.242 -19.421 5.482
F -24.380 -24.793 7.845
C -23.489 -23.940 8.388
C -22.756 -23.136 7.488
C -21.930 -22.199 8.083
C -21.755 -22.162 9.492
C -22.641 -22.857 10.340
C -23.458 -23.837 9.782
H -22.956 -23.093 6.427
H -21.354 -21.567 7.424
H -21.132 -21.412 9.955
H -22.692 -22.663 11.401
H -24.091 -24.447 10.410
F -22.308 -19.192 4.176
C -21.174 -18.635 3.594
C -20.668 -17.382 3.942
C -19.458 -16.927 3.365
C -18.773 -17.675 2.447
C -19.165 -19.028 2.262
C -20.410 -19.482 2.780
H -21.218 -16.727 4.602
H -19.152 -15.916 3.594
H -17.902 -17.206 2.015
H -18.524 -19.707 1.719
H -20.808 -20.464 2.568
F -24.513 -17.926 3.631
C -23.791 -17.033 2.952
C -23.335 -17.288 1.665
C -22.668 -16.309 0.964
C -22.556 -15.029 1.466
C -23.015 -14.709 2.747
C -23.637 -15.718 3.515
H -23.482 -18.274 1.250
H -22.242 -16.513 -0.007
H -22.162 -14.199 0.898
H -22.850 -13.696 3.083
H -24.077 -15.541 4.485
F -27.183 -21.256 7.399
C -26.141 -21.175 6.559
C -25.152 -22.174 6.484
C -24.023 -21.941 5.662
C -23.863 -20.706 5.055
C -24.856 -19.752 5.128
C -25.959 -19.988 5.923
H -25.245 -23.085 7.057
H -23.298 -22.727 5.515
H -23.033 -20.430 4.422
H -24.729 -18.822 4.593
H -26.663 -19.187 6.092
F -23.817 -16.245 9.990
C -24.818 -15.785 9.216
C -25.895 -15.114 9.826
C -26.927 -14.628 9.104
C -26.970 -14.878 7.733
C -26.012 -15.639 7.131
C -24.933 -16.145 7.878
H -25.810 -14.931 10.888
H -27.626 -13.958 9.581
H -27.852 -14.427 7.302
H -26.162 -15.931 6.102
H -24.154 -16.772 7.469
C -17.764 -12.384 5.851
O -18.687 -13.201 6.584
C -18.679 -14.466 6.431
O -18.068 -15.131 5.584
O -19.355 -14.926 7.491
C -19.309 -16.348 7.824
H -17.747 -12.688 4.805
H -16.814 -12.685 6.293
H -17.874 -11.314 6.025
H -18.406 -16.652 8.353
H -19.396 -16.923 6.903
H -20.179 -16.494 8.465
C -23.811 -17.101 5.452
O -22.783 -16.776 6.385
C -22.003 -17.742 6.925
O -20.938 -17.453 7.561
O -22.517 -19.014 6.776
C -21.958 -20.062 7.552
H -24.348 -16.215 5.115
H -24.549 -17.758 5.912
H -23.300 -17.508 4.579
H -20.868 -20.048 7.518
H -22.208 -21.015 7.086
H -22.337 -20.097 8.573

Properties
**Energy relative to the best compared isomer or geometry (same formula, charge and spin)**: 546.9 kcal/mol
**Spin multiplicity**: 1
**Orbital gap**: 8.440 eV
**Total energy**: -3006.8477 Ha
**Max |F|**: 0.349 hartree/bohr
**HOMO energy**: -7.9 eV

---

Record 2
ORCA calculation (wB97M-V/def2-TZVPD) on a structure of composition C31H37CsF9N2O2P2.

Cartesian coordinates (Å):
Cs -1.007 1.978 -0.725
C -3.832 4.362 0.909
O -3.673 3.182 0.141
C -4.830 2.364 0.172
C -4.589 1.163 -0.710
O -3.515 0.359 -0.242
C -3.925 -0.618 0.702
H -4.650 4.976 0.521
H -2.899 4.920 0.839
H -4.032 4.124 1.958
H -5.699 2.920 -0.201
H -5.046 2.061 1.204
H -4.321 1.499 -1.714
H -5.505 0.570 -0.792
H -4.633 -1.318 0.250
H -4.383 -0.162 1.584
H -3.035 -1.163 1.009
C -0.577 6.853 -1.507
P -0.004 5.654 -0.242
C 1.808 5.736 -0.512
C -0.149 6.688 1.266
H -0.053 7.807 -1.423
H -1.647 7.031 -1.393
H -0.411 6.449 -2.506
H 2.167 6.767 -0.498
H 2.060 5.285 -1.473
H 2.319 5.167 0.265
H 0.357 7.647 1.139
H 0.289 6.169 2.118
H -1.199 6.878 1.493
F -1.594 -4.918 6.151
C -0.709 -5.366 5.251
F 0.462 -5.535 5.886
F -1.118 -6.582 4.852
C -0.562 -4.430 4.080
C -1.202 -3.205 4.066
C -1.038 -2.366 2.970
C -0.250 -2.751 1.892
C 0.400 -3.986 1.929
C 0.246 -4.823 3.017
P -0.152 -1.624 0.460
C -1.107 -2.517 -0.818
C -1.915 -3.613 -0.537
C -2.709 -4.180 -1.527
C -2.700 -3.650 -2.804
C -1.900 -2.552 -3.103
C -1.120 -1.988 -2.112
C -3.526 -4.265 -3.900
F -4.427 -5.135 -3.428
F -2.755 -4.923 -4.782
F -4.194 -3.324 -4.592
C 1.584 -1.858 -0.070
C 2.003 -2.626 -1.155
C 3.349 -2.708 -1.474
C 4.285 -2.041 -0.696
C 3.884 -1.294 0.401
C 2.535 -1.192 0.698
C 5.737 -2.138 -1.073
F 6.523 -1.409 -0.261
F 6.181 -3.400 -1.041
F 5.945 -1.681 -2.326
H -1.822 -2.906 4.899
H -1.532 -1.401 2.960
H 1.026 -4.297 1.101
H 0.744 -5.783 3.044
H -1.929 -4.042 0.457
H -3.330 -5.035 -1.300
H -1.891 -2.147 -4.107
H -0.492 -1.136 -2.355
H 1.282 -3.159 -1.761
H 3.671 -3.298 -2.323
H 4.617 -0.794 1.018
H 2.221 -0.582 1.536
C 4.864 1.715 -2.271
N 4.431 2.128 -0.937
C 5.434 2.127 0.127
C 3.153 2.050 -0.632
N 2.020 2.024 -0.391
H 5.714 2.328 -2.566
H 4.055 1.874 -2.979
H 5.157 0.663 -2.287
H 6.226 2.827 -0.134
H 5.868 1.133 0.254
H 4.974 2.446 1.059

Properties
**Energy relative to the best compared isomer or geometry (same formula, charge and spin)**: 0.0 kcal/mol
**Spin multiplicity**: 1
**Orbital gap**: 8.851 eV
**Total energy**: -3064.9808 Ha
**Net charge**: +1
**Max |F|**: 0.002 hartree/bohr
**HOMO energy**: -11.1 eV

---

Record 3
ORCA calculation (wB97M-V/def2-TZVPD) on a structure of composition C2H2AgFO2.

Cartesian coordinates (Å):
C 0.365 -0.171 -0.277
C 1.451 0.894 -0.144
O 2.524 0.769 -0.665
O -0.667 -0.172 0.334
F 0.745 -1.234 -0.957
H 1.164 1.733 0.520
Ag -2.321 -1.664 1.171
H -3.260 -0.156 0.017

Properties
**Energy relative to the best compared isomer or geometry (same formula, charge and spin)**: 29.7 kcal/mol
**Spin multiplicity**: 1
**Orbital gap**: 6.234 eV
**Total energy**: -474.5846 Ha
**Max |F|**: 0.042 hartree/bohr
**HOMO energy**: -7.7 eV

---

Record 4
ORCA calculation (wB97M-V/def2-TZVPD) on a structure of composition C40H102As2F15N6O14.

Cartesian coordinates (Å):
C 0.811 7.068 5.932
O 0.637 6.152 4.861
C 1.374 6.541 3.632
C 1.547 5.267 2.863
N 0.259 4.523 2.947
H 0.016 4.626 3.953
H -0.489 5.045 2.487
C 0.285 3.189 2.384
C -1.027 2.476 2.439
O -1.552 2.561 3.777
C -2.951 2.437 3.921
H -0.047 7.706 5.950
H 1.705 7.651 5.660
H 0.971 6.479 6.819
H 2.401 6.880 3.898
H 0.845 7.413 3.194
H 2.304 4.720 3.380
H 1.922 5.424 1.843
H 1.150 2.651 2.765
H 0.542 3.342 1.335
H -0.811 1.457 2.265
H -1.773 2.782 1.658
H -3.497 3.316 3.533
H -3.158 2.231 4.961
H -3.229 1.503 3.381
C 3.902 -5.864 4.805
O 3.778 -5.683 3.377
C 2.472 -5.947 2.934
C 2.407 -5.797 1.444
N 2.853 -4.537 0.882
H 2.563 -4.471 -0.087
H 1.511 -3.396 1.903
C 4.323 -4.322 0.894
C 4.735 -3.554 -0.352
O 3.775 -3.746 -1.414
C 4.259 -3.312 -2.661
H 3.249 -5.120 5.257
H 4.984 -5.764 4.973
H 3.619 -6.840 5.158
H 1.833 -5.137 3.433
H 2.148 -6.946 3.228
H 1.395 -5.929 1.192
H 3.044 -6.567 1.044
H 4.806 -5.286 0.918
H 4.643 -3.848 1.813
H 5.723 -3.936 -0.684
H 4.835 -2.475 -0.131
H 4.613 -2.244 -2.542
H 3.468 -3.274 -3.396
H 5.111 -3.942 -3.036
C -9.335 5.740 -6.793
O -8.811 5.013 -5.638
C -9.396 5.087 -4.335
C -9.122 3.845 -3.502
N -7.778 3.250 -3.787
H -7.696 2.338 -3.279
H -7.768 3.052 -4.806
C -6.558 4.152 -3.432
C -6.299 4.065 -1.927
O -5.802 2.726 -1.751
C -5.920 2.185 -0.398
H -8.735 5.440 -7.614
H -9.322 6.803 -6.614
H -10.397 5.424 -6.965
H -10.446 5.349 -4.340
H -8.943 5.883 -3.752
H -9.765 3.051 -3.786
H -9.254 4.077 -2.448
H -6.784 5.072 -3.973
H -5.731 3.613 -3.883
H -7.302 4.253 -1.485
H -5.726 4.942 -1.650
H -5.108 1.491 -0.373
H -6.839 1.605 -0.219
H -5.836 3.006 0.292
C 0.976 -3.092 -5.838
O 0.242 -3.420 -4.636
C 0.024 -4.838 -4.536
C -1.129 -5.189 -3.602
N -0.851 -4.407 -2.285
H -0.418 -5.018 -1.592
H -0.169 -3.595 -2.415
C -2.110 -3.704 -1.634
C -2.135 -2.318 -2.195
O -0.944 -1.701 -1.835
C -0.996 -0.346 -2.167
H 1.904 -3.744 -5.994
H 1.082 -2.031 -5.684
H 0.367 -3.304 -6.726
H 0.975 -5.278 -4.119
H -0.063 -5.367 -5.498
H -1.231 -6.235 -3.359
H -2.005 -4.719 -4.101
H -1.859 -3.637 -0.573
H -3.005 -4.258 -1.833
H -2.999 -1.723 -1.833
H -2.269 -2.147 -3.282
H -1.245 -0.314 -3.233
H -0.070 0.163 -1.896
H -1.836 0.113 -1.668
C 2.078 0.102 -3.500
O 2.835 0.744 -4.464
C 4.211 0.857 -4.145
C 4.887 1.726 -5.183
N 4.104 2.940 -5.519
H 4.648 3.383 -6.330
H 3.186 2.657 -5.742
C 3.998 3.940 -4.419
C 3.660 5.167 -5.142
O 4.369 5.212 -6.383
C 4.866 6.482 -6.709
H 1.078 0.282 -3.787
H 2.261 0.405 -2.433
H 2.215 -1.019 -3.597
H 4.729 -0.078 -4.079
H 4.221 1.298 -3.159
H 4.924 1.135 -6.063
H 5.873 2.079 -4.921
H 4.902 4.061 -3.855
H 3.249 3.546 -3.727
H 3.961 5.999 -4.520
H 2.553 5.194 -5.244
H 4.051 7.147 -6.930
H 5.570 6.435 -7.533
H 5.406 6.869 -5.791
C -0.591 -7.074 6.487
O -0.415 -5.639 6.538
C -1.420 -4.817 5.921
C -1.016 -3.446 6.425
N 0.284 -3.029 5.860
H 0.935 -3.783 6.018
H 0.137 -2.911 4.826
C 0.760 -1.779 6.429
C 2.023 -1.383 5.722
O 2.692 -2.608 5.569
C 4.110 -2.577 5.527
H -1.259 -7.455 7.195
H 0.392 -7.461 6.646
H -0.876 -7.399 5.493
H -2.447 -5.036 6.291
H -1.437 -4.847 4.771
H -0.944 -3.477 7.528
H -1.693 -2.685 6.076
H 0.981 -1.923 7.480
H -0.027 -0.985 6.346
H 2.546 -0.661 6.344
H 1.802 -0.927 4.734
H 4.422 -2.959 4.539
H 4.468 -3.098 6.425
H 4.456 -1.523 5.476
C 0.511 -1.898 1.732
O 1.324 -0.995 2.368
O 0.716 -3.107 2.337
C -0.938 -1.449 1.909
F -1.217 -0.364 1.050
F -1.701 -2.442 1.479
F -1.267 -1.026 3.151
C 2.488 -0.646 1.599
C 3.376 0.309 2.394
H 4.185 0.658 1.764
H 2.707 1.144 2.660
H 3.722 -0.253 3.251
H 2.147 -0.219 0.642
H 3.048 -1.574 1.325
H 0.794 -1.963 0.677
As 4.210 3.550 -0.013
F 3.487 3.343 1.607
F 3.088 4.818 -0.314
F 4.850 3.611 -1.622
F 5.364 2.311 0.326
F 3.001 2.292 -0.611
F 5.245 4.685 0.622
As -5.567 -2.097 -0.798
F -4.139 -2.745 0.045
F -6.223 -1.679 0.702
F -6.871 -1.357 -1.736
F -4.932 -2.710 -2.284
F -6.331 -3.544 -0.597
F -4.634 -0.593 -0.946

Properties
**Spin multiplicity**: 1
**Orbital gap**: 9.455 eV
**Total energy**: -8935.8140 Ha
**Net charge**: +3
**Max |F|**: 0.059 hartree/bohr
**HOMO energy**: -14.3 eV

---

Record 5
ORCA calculation (wB97M-V/def2-TZVPD) on the molecule C18H28N2O4S.

Cartesian coordinates (Å):
C -3.082 -0.078 -1.615
C -3.589 0.480 -0.291
C -3.233 1.966 -0.115
C -4.009 2.570 1.056
C -1.743 2.107 0.061
C -0.955 2.547 -0.999
C 0.421 2.624 -0.876
C 1.014 2.268 0.319
S 2.800 2.304 0.452
O 3.165 2.586 1.810
O 3.297 3.146 -0.597
N 3.358 0.771 0.121
C 3.396 -0.216 1.168
C 2.182 -1.148 1.131
N 2.070 -1.732 -0.192
C 1.211 -2.894 -0.268
C 1.439 -3.644 -1.580
C -0.306 -2.614 -0.089
C -0.690 -2.218 1.306
O -1.354 -1.259 1.608
O -0.248 -3.091 2.225
C 1.854 -0.685 -1.174
C 3.086 0.228 -1.184
C 0.250 1.860 1.395
C -1.124 1.771 1.262
H -3.329 -1.134 -1.701
H -2.002 0.033 -1.686
H -3.534 0.448 -2.455
H -3.153 -0.089 0.531
H -4.675 0.370 -0.247
H -3.523 2.499 -1.027
H -3.879 1.977 1.958
H -5.071 2.600 0.822
H -3.670 3.584 1.255
H -1.423 2.828 -1.931
H 1.046 2.966 -1.687
H 3.452 0.324 2.113
H 4.306 -0.812 1.037
H 2.325 -1.948 1.860
H 1.274 -0.581 1.400
H 1.524 -3.549 0.554
H 1.056 -4.658 -1.498
H 2.504 -3.690 -1.791
H 0.936 -3.158 -2.412
H -0.835 -3.543 -0.313
H -0.644 -1.843 -0.780
H -0.533 -2.820 3.111
H 1.737 -1.131 -2.161
H 0.957 -0.084 -0.944
H 2.955 1.069 -1.864
H 3.957 -0.357 -1.499
H 0.742 1.628 2.327
H -1.713 1.426 2.095

Properties
**Energy relative to the best compared isomer or geometry (same formula, charge and spin)**: 0.2 kcal/mol
**Spin multiplicity**: 1
**SMILES string**: CC[C@@H](C)c1ccc(S(=O)(=O)N2CCN([C@H](C)CC(=O)O)CC2)cc1
**Orbital gap**: 9.051 eV
**Total energy**: -1511.3698 Ha
**Max |F|**: 0.021 hartree/bohr
**HOMO energy**: -8.6 eV

---

Record 6
ORCA calculation (wB97M-V/def2-TZVPD) on the molecule C14H13N3O9.

Cartesian coordinates (Å):
O 0.387 2.690 -4.647
N 1.284 1.880 -4.566
O 2.283 1.936 -5.270
C 1.330 0.901 -3.596
C 2.262 -0.120 -3.569
C 1.990 -0.840 -2.388
C 0.881 -0.299 -1.867
C 0.298 -0.552 -0.522
O 1.443 -0.932 0.311
C 2.084 0.213 0.834
C 0.934 1.059 1.077
C 1.272 2.522 0.653
O 1.609 2.587 -0.730
C 0.287 0.925 2.393
O -1.065 1.188 2.140
C -1.493 0.566 0.956
C -2.237 -0.656 1.192
C -3.502 -0.886 0.980
C -3.765 -2.219 1.586
C -2.556 -2.766 2.111
N -2.296 -3.879 2.799
O -3.098 -4.723 2.969
O -1.130 -3.989 3.232
O -1.630 -1.756 1.759
N -0.227 0.659 0.245
O 0.428 0.656 -2.708
H 3.174 -0.137 -4.058
H 2.654 -1.556 -1.820
H -0.417 -1.456 -0.689
H 2.653 -0.127 1.769
H 2.827 0.788 0.193
H 0.401 3.213 0.873
H 2.052 2.903 1.274
H 0.806 2.390 -1.242
H 0.477 0.027 2.756
H 0.665 1.643 3.102
H -2.189 1.156 0.426
H -4.178 -0.303 0.338
H -4.699 -2.707 1.701

Properties
**Spin multiplicity**: 1
**SMILES string**: O=[N+]([O-])c1ccc([C@H]2OCC3(CO)CO[C@H](c4ccc([N+](=O)[O-])o4)N23)o1
**Orbital gap**: 8.351 eV
**Total energy**: -1382.3302 Ha
**Max |F|**: 0.201 hartree/bohr
**HOMO energy**: -9.7 eV